Entry from the OMol25 dataset: one molecule with the formula C14H15NO5S in a non-equilibrium geometry (the ωB97M-V functional and the def2-TZVPD basis).

The geometry in XYZ format:
```
36
Properties=species:S:1:pos:R:3:nbo_charge:R:1
C 2.4141 -2.7488 -4.0028 -0.63
C 1.5999 -2.3868 -2.7995 0.01
C 1.9844 -2.8155 -1.5317 -0.21
C 1.2230 -2.4989 -0.4216 -0.21
C 0.0685 -1.7562 -0.5811 -0.29
C -0.3376 -1.3224 -1.8276 -0.21
C 0.4341 -1.6397 -2.9331 -0.21
H 0.1257 -1.3028 -3.9116 0.22
H -1.2424 -0.7435 -1.9206 0.27
S -0.8513 -1.3184 0.8866 2.32
O -2.1961 -0.9642 0.5438 -0.94
O -0.6325 -2.3157 1.8913 -0.94
N -0.0918 0.0558 1.4540 -0.86
H 0.8011 -0.1722 1.8606 0.41
C -0.0984 1.2539 0.6238 -0.11
C 1.0400 2.1344 1.0267 0.26
C 2.3082 2.2285 0.5294 -0.29
C 2.9772 3.1864 1.3296 -0.31
C 2.0671 3.5961 2.2533 0.09
O 0.8961 2.9642 2.0793 -0.40
H 2.1272 4.3067 3.0532 0.21
H 3.9891 3.5192 1.2256 0.23
H 2.7080 1.6907 -0.3059 0.23
H 0.0358 0.9841 -0.4363 0.24
C -1.4534 1.9556 0.7836 -0.52
C -2.4780 1.4056 -0.1853 0.84
O -2.2442 1.1310 -1.3344 -0.64
O -3.6948 1.3767 0.3416 -0.67
H -4.3197 0.9540 -0.2679 0.50
H -1.3416 3.0204 0.5654 0.25
H -1.8180 1.8355 1.8017 0.25
H 1.4953 -2.8318 0.5677 0.24
H 2.8850 -3.4007 -1.4168 0.21
H 2.3189 -1.9931 -4.7783 0.22
H 2.0635 -3.6965 -4.4120 0.23
H 3.4637 -2.8636 -3.7433 0.22
```

Calculated values
HOMO in hartree: -0.3340
Total charge: 0
Orbital gap in eV: 9.71

=====

Entry from the OMol25 dataset: C14H15NRuSe as an isolated structure in a non-equilibrium geometry (the ωB97M-V functional and the def2-TZVPD basis).

The geometry in XYZ format:
```
32
Properties=species:S:1:pos:R:3:mulliken_spin:R:1
C -2.7064 1.3480 -1.1103 0.17
C -1.6020 2.0071 -1.7626 -0.04
C -0.6995 2.4794 -0.7415 0.07
C -1.2485 2.0987 0.5308 0.17
C -2.4956 1.4344 0.3031 0.06
Ru -0.6981 0.2527 -0.7933 2.52
C -0.6057 -0.8780 -2.5703 -0.05
C -1.6134 -1.7802 -1.9718 -0.03
C -2.6432 -2.4591 -2.5257 0.12
N -1.3656 -1.5277 -0.3649 0.34
H 0.1935 3.0738 -0.9103 0.00
H -1.4880 2.1629 -2.8330 0.00
H -0.8026 2.3196 1.4972 -0.01
H -3.1623 1.0433 1.0704 0.01
H -3.5629 0.8993 -1.6122 -0.01
H -0.9429 -0.3534 -3.4663 0.00
H -2.1877 -1.8418 0.1698 0.02
H 0.3656 -1.3615 -2.6809 -0.02
H -2.7286 -2.4425 -3.6215 0.00
H -3.3656 -3.0067 -1.9118 0.00
Se 1.6696 0.4879 -0.8561 0.63
C 2.2913 0.0368 0.9091 0.03
C 3.6408 -0.3544 1.0566 0.01
C 4.1370 -0.7041 2.3120 -0.02
C 3.3017 -0.6553 3.4379 0.05
C 1.9698 -0.2485 3.2973 -0.02
C 1.4629 0.0962 2.0405 0.04
H 4.2834 -0.3837 0.1764 0.00
H 5.1774 -1.0158 2.4151 0.00
H 3.6888 -0.9324 4.4198 0.00
H 1.3157 -0.1981 4.1689 0.00
H 0.4209 0.4026 1.9275 -0.02
```

Calculated values
HOMO (alpha / beta) in hartree: -0.2064 / -0.2790
Total charge: 0
Orbital gap (alpha / beta) in eV: 6.38 / 5.64
2S+1: 5
⟨S²⟩: 6.03

=====

Entry from the OMol25 dataset: C14H15NZr as an isolated structure in a non-equilibrium geometry (the ωB97M-V functional and the def2-TZVPD basis).

The geometry in XYZ format:
```
31
Properties=species:S:1:pos:R:3:mulliken_charge:R:1
C 0.2796 -1.7015 -2.5054 -0.60
C -1.0432 -1.6668 -1.9191 -0.75
C -0.9715 -2.2455 -0.6108 -0.12
C 0.4095 -2.6019 -0.3453 -0.51
C 1.1713 -2.3312 -1.5456 -0.66
Zr 0.8338 -0.2248 -0.5684 0.98
C -1.2515 1.7635 -1.9585 -0.89
C -0.5785 2.4526 -2.9043 0.59
C 0.5567 2.7696 -3.5264 -0.78
N 2.7702 -0.2669 -0.3757 -0.74
H -1.8137 -2.4752 0.0237 0.48
H -1.9523 -1.3703 -2.4238 0.67
H 0.7435 -3.1783 0.4992 0.40
H 2.1896 -2.6278 -1.7277 0.37
H 0.4986 -1.5260 -3.5516 0.50
H -1.9120 0.9084 -2.2464 0.29
H 2.9696 0.4931 -1.0462 0.15
H -1.4481 2.1387 -0.9279 0.39
H 0.5631 3.4554 -4.3329 0.26
H 1.5150 2.3691 -3.2434 0.23
C -0.5184 0.7716 4.3527 -0.46
C -0.8708 -0.4642 3.8029 -0.57
C -0.6352 -0.7481 2.4404 -0.38
C -0.0150 0.1891 1.6199 0.58
C 0.2965 1.4437 2.1475 -0.27
C 0.0651 1.7237 3.5144 -0.49
H -0.6970 0.9870 5.4074 0.36
H -1.3281 -1.2182 4.4453 0.33
H -0.9277 -1.7273 2.0584 0.08
H 0.7519 2.2148 1.5194 0.23
H 0.3490 2.6937 3.9280 0.33
```

Calculated values
HOMO in hartree: -0.2864
Total charge: 0
Orbital gap in eV: 6.90